1.
Below is C5H11NO in the gas phase, with properties calculated with ωB97M-V/def2-TZVPD.

```
18
Properties=species:S:1:pos:R:3:forces:R:3
C 0.837 1.138 1.965 -0.042 0.023 0.028
C 1.391 0.216 0.880 0.029 0.010 -0.064
C 0.622 -1.102 0.748 0.129 -0.062 -0.047
N -0.817 -0.931 0.542 -0.387 0.089 -0.113
C -1.512 -0.659 -0.567 0.550 -0.068 0.277
O -0.663 -0.557 -1.605 -0.222 -0.010 0.323
C -1.329 -0.260 -2.828 -0.112 0.063 -0.315
H 1.447 2.042 2.062 -0.094 -0.139 -0.024
H -0.186 1.450 1.727 0.142 -0.041 0.047
H 0.821 0.641 2.943 0.010 0.053 -0.143
H 1.381 0.729 -0.088 -0.011 -0.055 0.126
H 2.438 -0.029 1.101 -0.158 0.020 -0.065
H 1.026 -1.693 -0.078 -0.052 0.091 0.098
H 0.740 -1.689 1.667 -0.008 0.072 -0.147
H -1.398 -0.998 1.362 0.068 0.001 -0.076
H -0.797 0.557 -3.323 -0.042 -0.126 0.083
H -2.358 0.033 -2.608 0.148 -0.027 -0.097
H -1.327 -1.142 -3.475 0.052 0.106 0.109
```
Forces are in eV/Å.

Computed properties:
Energy relative to the best compared isomer or geometry (same formula, charge and spin): 54.3 kcal/mol
E_LUMO: 1.05 eV
E_HOMO: -8.46 eV
E: -327.044796 Eh
Net charge: 0
F_max: 0.62 eV/Å
Molecular weight: 101.15 g mol⁻¹

Charges computed using natural (NBO), reported in e: C -0.615; C -0.405; C -0.236; N -0.625; C 0.273; O -0.551; C -0.245; H 0.215; H 0.211; H 0.198; H 0.210; H 0.203; H 0.214; H 0.194; H 0.397; H 0.181; H 0.203; H 0.179


2.
Below is C8H17N3O3 in the gas phase at a distorted geometry, with properties calculated with ωB97M-V/def2-TZVPD.

```
31
Properties=species:S:1:pos:R:3:forces:R:3
N -2.800 1.770 3.023 0.707 -0.575 1.988
C -2.270 0.586 2.309 -0.175 -1.311 0.119
C -2.839 0.567 0.880 -0.813 1.509 1.149
C -2.115 -0.355 -0.006 -0.308 -2.382 -2.908
C -0.537 -0.238 0.277 -2.350 -3.261 0.340
C 0.213 -1.337 -0.661 -1.442 -1.206 1.328
N 1.620 -1.071 -0.641 3.450 -1.526 3.787
C 2.266 0.030 -1.011 -1.053 2.384 -3.007
O 1.616 0.853 -1.752 2.441 -1.030 1.712
C 3.807 0.211 -0.692 -1.547 -0.921 2.487
N 4.541 1.148 -1.456 -0.688 0.686 -1.617
C -0.361 -1.615 -2.117 0.101 2.041 -1.191
O -1.180 -2.472 -2.347 1.214 0.942 0.354
O 0.120 -0.711 -3.089 -0.668 -1.878 2.412
H -2.142 2.201 3.845 -2.473 -2.035 -2.444
H -3.717 1.370 3.335 1.097 1.500 0.557
H -2.521 -0.514 2.701 0.341 2.180 0.047
H -1.173 0.579 2.262 -0.787 0.880 0.520
H -3.934 0.467 0.901 0.204 -0.727 0.112
H -2.801 1.576 0.498 0.636 0.601 -0.166
H -2.429 -0.096 -1.169 1.104 -0.754 2.855
H -2.526 -1.505 0.150 1.416 2.728 -0.359
H -0.166 0.755 0.047 0.039 0.106 0.151
H -0.552 -0.480 1.492 1.376 -0.024 -3.864
H 0.141 -2.406 -0.224 -0.227 1.893 -0.356
H 2.105 -1.445 0.269 -1.242 0.309 -2.483
H 3.857 0.357 0.448 -0.175 0.651 -1.320
H 4.282 -0.746 -0.697 0.140 -0.933 -0.600
H 4.933 0.683 -2.339 -1.175 1.285 1.614
H 3.839 1.913 -1.666 1.534 -0.998 -0.365
H 0.722 -0.074 -2.570 -0.678 -0.133 -0.852
```
Forces are in eV/Å.

Computed properties:
Energy relative to the best compared isomer or geometry (same formula, charge and spin): 69.7 kcal/mol
E_LUMO: 0.25 eV
E_HOMO: -9.44 eV
E: -704.925089 Eh
Structure (SMILES): NCCCC[C@H](NC(=O)CN)C(=O)O
Net charge: 0
F_max: 5.35 eV/Å
Molecular weight: 203.24 g mol⁻¹

Charges computed using natural (NBO), reported in e: N -0.859; C -0.207; C -0.447; C -0.405; C -0.421; C -0.168; N -0.593; C 0.675; O -0.689; C -0.297; N -0.820; C 0.794; O -0.561; O -0.706; H 0.380; H 0.367; H 0.153; H 0.179; H 0.210; H 0.212; H 0.231; H 0.213; H 0.231; H 0.220; H 0.242; H 0.398; H 0.195; H 0.217; H 0.377; H 0.388; H 0.493


3.
Below is 2 unconnected molecules or ions with the total composition C4H14N2O at a distorted geometry, with properties calculated with ωB97M-V/def2-TZVPD.

```
21
Properties=species:S:1:pos:R:3:forces:R:3
C 1.440 -0.515 -1.907 1.757 -0.067 0.599
C 0.443 -0.917 -0.806 -1.224 0.254 0.260
C 0.687 -0.365 0.635 2.557 0.581 -3.098
N -0.778 -0.285 -1.302 -0.556 -1.498 -3.473
C -1.870 0.334 -0.696 -2.434 2.790 0.764
N -2.965 0.809 -1.631 0.275 -3.324 -2.705
H 2.525 -0.471 -1.639 -0.811 -0.404 0.314
H 1.203 0.522 -2.122 0.076 0.108 -0.421
H 1.418 -1.135 -2.816 -0.478 0.234 0.335
H 0.223 -2.000 -0.799 0.708 0.161 0.224
H 1.560 -0.886 1.111 -0.327 1.312 -0.462
H -0.105 -0.592 1.216 -2.850 -0.954 1.891
H 0.599 0.753 0.467 1.189 -1.052 0.813
H -0.700 0.140 -2.241 0.212 -0.590 1.028
H -1.459 1.260 -0.431 0.027 1.942 1.650
H -2.430 -0.039 0.192 1.059 -0.871 -0.631
H -3.225 1.763 -1.788 0.782 0.500 0.540
H -2.968 0.321 -2.596 0.039 0.879 2.378
O 1.845 0.201 5.628 0.424 -0.076 3.063
H 2.314 0.695 4.965 0.519 0.457 -0.074
H 2.243 0.409 6.560 -0.945 -0.382 -2.995
```
Forces are in eV/Å.

Computed properties:
Energy relative to the best compared isomer or geometry (same formula, charge and spin): 76.2 kcal/mol
E_LUMO: 0.82 eV
E_HOMO: -7.74 eV
E: -345.454803 Eh
Structure (SMILES): CC(C)NCN.O
Net charge: 0
F_max: 4.29 eV/Å
Molecular weight: 106.17 g mol⁻¹

Charges computed using natural (NBO), reported in e: C -0.624; C -0.024; C -0.620; N -0.686; C -0.030; N -0.892; H 0.214; H 0.205; H 0.221; H 0.181; H 0.218; H 0.205; H 0.209; H 0.370; H 0.139; H 0.183; H 0.374; H 0.356; O -0.950; H 0.472; H 0.478


4.
Below is C20H23N3O3S in the gas phase, with properties calculated with ωB97M-V/def2-TZVPD.

```
50
Properties=species:S:1:pos:R:3:forces:R:3
C 4.940 4.347 -2.993 0.018 0.024 -0.007
O 3.980 3.320 -2.990 -0.173 0.017 -0.073
C 4.417 2.106 -2.434 -0.111 -0.044 0.070
C 4.474 2.137 -0.883 0.389 0.286 -0.299
C 5.898 2.088 -0.327 -0.259 0.029 0.047
N 3.638 1.104 -0.305 -0.309 -0.111 0.205
C 3.827 -0.263 -0.392 -0.010 -0.563 0.030
C 4.967 -0.925 -1.084 0.054 0.106 0.111
C 2.809 -0.877 0.270 0.034 0.266 -0.039
C 1.944 0.137 0.776 0.592 0.532 -0.333
C 0.727 -0.048 1.513 -0.231 -0.223 0.251
O -0.046 0.849 1.828 -0.027 0.020 0.074
C 0.363 -1.477 1.878 -0.446 -0.036 -0.358
S -0.446 -2.296 0.448 0.301 0.030 0.193
C -2.098 -1.689 0.504 -0.093 -0.232 -0.066
N -2.941 -2.401 -0.152 0.680 -0.341 -0.069
C -4.249 -1.998 -0.168 -0.419 0.527 0.222
C -5.182 -2.749 -0.892 -0.066 0.065 0.024
C -6.505 -2.370 -0.906 0.089 -0.079 -0.040
C -6.932 -1.243 -0.205 -0.065 0.148 0.091
C -6.028 -0.492 0.510 0.039 0.009 0.023
C -4.682 -0.860 0.537 -0.127 -0.320 -0.283
C -3.705 -0.064 1.275 0.119 -0.032 0.059
O -3.931 0.941 1.912 -0.118 0.145 0.055
N -2.402 -0.562 1.195 -0.131 0.243 0.168
C 2.498 1.357 0.384 -0.506 -0.229 0.352
C 1.979 2.722 0.645 -0.046 0.115 0.006
H 4.500 5.173 -3.549 0.091 0.046 0.039
H 5.862 4.024 -3.491 0.002 0.012 0.013
H 5.183 4.688 -1.980 0.016 0.021 0.003
H 3.676 1.369 -2.755 0.152 -0.017 0.072
H 5.398 1.835 -2.849 -0.044 -0.013 0.022
H 4.026 3.088 -0.581 0.037 -0.164 -0.093
H 5.868 2.006 0.758 0.053 0.010 0.086
H 6.456 1.247 -0.723 0.080 -0.077 -0.037
H 6.427 3.001 -0.588 0.064 0.070 -0.061
H 5.861 -0.927 -0.458 0.105 -0.005 -0.072
H 4.698 -1.960 -1.279 0.014 -0.024 -0.055
H 5.204 -0.446 -2.030 0.098 -0.027 -0.131
H 2.675 -1.936 0.355 0.062 -0.272 -0.036
H 1.236 -2.084 2.098 -0.012 -0.028 0.026
H -0.329 -1.497 2.720 0.149 0.055 0.019
H -4.835 -3.618 -1.428 0.046 -0.095 -0.052
H -7.222 -2.952 -1.466 -0.044 -0.053 -0.047
H -7.974 -0.961 -0.226 -0.074 0.032 0.007
H -6.328 0.387 1.061 -0.036 0.070 0.039
H -1.682 0.031 1.625 -0.036 -0.126 -0.090
H 1.781 3.248 -0.290 0.004 0.101 -0.026
H 1.048 2.641 1.198 0.056 0.043 -0.036
H 2.684 3.309 1.234 0.039 0.090 -0.004
```
Forces are in eV/Å.

Computed properties:
Energy relative to the best compared isomer or geometry (same formula, charge and spin): 31.7 kcal/mol
E_LUMO: 0.50 eV
E_HOMO: -8.09 eV
E: -1564.131706 Eh
Structure (SMILES): COC[C@H](C)n1c(C)cc(C(=O)CSc2nc3ccccc3c(=O)[nH]2)c1C
Net charge: 0
F_max: 0.86 eV/Å
Molecular weight: 385.49 g mol⁻¹

Charges computed using natural (NBO), reported in e: C -0.251; O -0.528; C -0.070; C -0.078; C -0.616; N -0.327; C 0.141; C -0.644; C -0.253; C -0.272; C 0.571; O -0.605; C -0.631; S 0.300; C 0.308; N -0.531; C 0.255; C -0.244; C -0.177; C -0.237; C -0.137; C -0.240; C 0.669; O -0.593; N -0.641; C 0.274; C -0.681; H 0.202; H 0.167; H 0.159; H 0.206; H 0.165; H 0.234; H 0.222; H 0.211; H 0.218; H 0.219; H 0.236; H 0.214; H 0.218; H 0.248; H 0.250; H 0.225; H 0.214; H 0.215; H 0.234; H 0.457; H 0.229; H 0.278; H 0.219


Q: F_max of number 3 (C4H14N2O)?
A: 4.29 eV/Å


Q: What is the E_HOMO in the second record?
A: -9.44 eV